## one
C2H4N4 | wB97M-V/def2-TZVPD

Properties
Kohn-Sham gap (spin up / spin down)   7.979 / 7.979 eV

Structure (ORCA input):
```
! wB97M-V def2-TZVPD RIJCOSX def2/J DEFGRID3
* xyz 0 1
C 0.323 -0.991 1.398
N -0.018 -0.284 0.300
N -1.048 -0.396 -0.528
C -0.846 0.617 -1.408
N 0.228 1.340 -1.198
N 0.745 0.741 -0.110
H -0.501 -1.463 1.902
H 1.341 1.175 0.575
H 1.270 -1.509 1.330
H -1.493 0.771 -2.261
*
```

Atomic partial charges in e from the Löwdin method, atoms 1 to 6:
1 C -0.050
2 N -0.255
3 N 0.111
4 C -0.217
5 N 0.058
6 N 0.020



## two
C2H4N4 | wB97M-V/def2-TZVPD

Properties
Kohn-Sham gap   9.394 eV

Structure (ORCA input):
```
! wB97M-V def2-TZVPD RIJCOSX def2/J DEFGRID3
* xyz 0 1
N 1.054 0.687 0.995
C 0.101 0.042 0.240
C -0.221 -1.268 -0.002
N -1.343 -1.282 -0.806
N -1.688 -0.096 -1.108
N -0.814 0.779 -0.467
H 1.226 1.655 0.755
H 1.885 0.154 1.190
H 0.287 -2.174 0.292
H -0.487 1.503 -1.089
*
```

Atomic partial charges in e from the Löwdin method, atoms 1 to 6:
1 N 0.117
2 C -0.390
3 C -0.109
4 N -0.027
5 N -0.043
6 N 0.031



two comes first in stability; the runner-up is 0.0960 hartree higher.



## one
C2H4N4 | wB97M-V/def2-TZVPD

Properties
Kohn-Sham gap   9.598 eV

Structure (ORCA input):
```
! wB97M-V def2-TZVPD RIJCOSX def2/J DEFGRID3
* xyz 0 1
N -1.422 0.128 0.022
N -0.075 -0.018 -0.217
C 0.704 1.099 -0.109
N 1.868 0.682 -0.001
N 1.938 -0.609 -0.040
C 0.700 -1.027 -0.026
H -2.007 -0.415 0.832
H -1.994 0.099 -0.911
H 0.230 1.994 0.402
H 0.058 -1.931 0.047
*
```

Atomic partial charges in e from the Löwdin method, atoms 1 to 6:
1 N 0.016
2 N -0.213
3 C -0.190
4 N -0.025
5 N 0.017
6 C -0.192



## two
C2H4N4 | wB97M-V/def2-TZVPD

Properties
Kohn-Sham gap   9.889 eV

Structure (ORCA input):
```
! wB97M-V def2-TZVPD RIJCOSX def2/J DEFGRID3
* xyz 0 1
N -1.778 -0.232 -0.303
C -0.404 -0.052 -0.246
N 0.430 -1.059 -0.316
C 1.608 -0.502 0.065
N 1.582 0.785 0.306
N 0.265 1.089 0.089
H -2.267 0.262 0.432
H -1.964 -1.232 -0.231
H 2.459 -1.125 0.290
H 0.070 2.065 -0.084
*
```

Atomic partial charges in e from the Löwdin method, atoms 1 to 6:
1 N 0.115
2 C -0.464
3 N 0.100
4 C -0.249
5 N 0.027
6 N 0.039



two comes first in stability; the runner-up is 0.1222 hartree higher.



## one
C2H4N4 | wB97M-V/def2-TZVPD

Properties
Kohn-Sham gap   9.711 eV

Structure (ORCA input):
```
! wB97M-V def2-TZVPD RIJCOSX def2/J DEFGRID3
* xyz 0 1
N 1.947 -0.029 -0.355
C 0.588 -0.033 -0.116
N -0.082 1.111 0.207
C -1.331 0.700 0.265
N -1.400 -0.613 0.016
N -0.163 -1.113 -0.244
H 2.413 0.789 0.010
H 2.420 -0.896 -0.150
H -2.197 1.309 0.487
H -2.212 -1.192 -0.112
*
```

Atomic partial charges in e from the Löwdin method, atoms 1 to 6:
1 N 0.112
2 C -0.511
3 N 0.106
4 C -0.196
5 N -0.017
6 N 0.077



## two
C2H4N4 | wB97M-V/def2-TZVPD

Properties
Kohn-Sham gap   9.043 eV

Structure (ORCA input):
```
! wB97M-V def2-TZVPD RIJCOSX def2/J DEFGRID3
* xyz 0 1
H -2.520 0.779 -0.155
N -2.041 -0.087 -0.122
C -0.768 0.001 0.072
N 0.100 1.071 0.085
C 1.372 0.606 -0.071
N 1.388 -0.685 -0.109
N 0.094 -1.087 0.196
H -0.164 2.028 0.166
H 2.306 1.136 -0.148
H -0.037 -2.066 -0.225
*
```

Atomic partial charges in e from the Löwdin method, atoms 1 to 6:
1 H 0.005
2 N 0.096
3 C -0.493
4 N 0.110
5 C -0.198
6 N 0.016



## three
C2H4N4 | wB97M-V/def2-TZVPD

Properties
Kohn-Sham gap   10.020 eV

Structure (ORCA input):
```
! wB97M-V def2-TZVPD RIJCOSX def2/J DEFGRID3
* xyz 0 1
N 2.001 0.007 -0.296
C 0.624 0.023 -0.123
N 0.349 -1.031 0.566
N -1.502 -0.606 0.557
C -1.448 0.519 -0.092
N -0.263 0.943 -0.507
H 2.562 0.689 0.178
H 2.454 -0.837 -0.602
H -2.464 -0.912 0.758
H -2.365 1.064 -0.322
*
```

Atomic partial charges in e from the Löwdin method, atoms 1 to 6:
1 N 0.115
2 C -0.619
3 N 0.244
4 N 0.080
5 C -0.302
6 N 0.082



## four
C2H4N4 | wB97M-V/def2-TZVPD

Properties
Kohn-Sham gap   9.768 eV

Structure (ORCA input):
```
! wB97M-V def2-TZVPD RIJCOSX def2/J DEFGRID3
* xyz 0 1
N 1.832 -0.420 0.203
C 0.495 -0.129 0.036
N -0.443 -1.048 0.053
N -1.594 -0.362 0.025
N -1.403 0.955 -0.240
C -0.043 1.204 -0.186
H 2.448 0.259 -0.219
H 2.085 -1.377 0.002
H -2.441 -0.817 -0.282
H -1.058 1.692 0.599
*
```

Atomic partial charges in e from the Löwdin method, atoms 1 to 6:
1 N 0.096
2 C -0.454
3 N 0.098
4 N -0.088
5 N -0.045
6 C -0.067



one comes first in stability; the runner-up is 0.0369 hartree higher.